(1)
{
  "formula": "C4H8NO",
  "method": "ωB97M-V/def2-TZVPD",
  "largest_force_ha_per_bohr": 0.07598,
  "e_above_lowest_kj_mol": 305.07,
  "lumo_energy_ev": -3.4,
  "total_charge": 1,
  "smiles": "C[NH2+][C@H]1C=C1O",
  "symbols": ["C", "N", "C", "C", "C", "O", "H", "H", "H", "H", "H", "H", "H", "H"],
  "coordinates": [[-2.144, -0.155, 0.148], [-0.777, 0.084, 0.534], [0.581, 0.008, -0.560], [1.462, 1.143, -0.448], [2.060, 0.035, -0.065], [2.989, -0.725, 0.413], [-2.530, 0.452, -0.761], [-2.940, 0.005, 0.889], [-2.157, -1.264, -0.126], [-0.535, 1.023, 0.716], [-0.553, -0.615, 1.315], [0.241, -0.447, -1.496], [1.571, 2.135, -0.885], [2.734, -1.680, 0.326]],
  "forces_ev_per_angstrom": [[-2.15, -1.42, -2.94], [2.31, -2.03, 0.57], [0.99, -0.71, 0.18], [0.94, 0.55, -0.64], [-3.80, -0.15, -0.39], [0.20, -0.86, -0.09], [1.25, -0.94, 1.33], [0.88, 0.06, 0.40], [-0.39, 1.54, 0.16], [-0.30, 1.24, 1.41], [-0.14, 1.89, -1.09], [-0.22, 0.03, 0.49], [0.06, -0.23, 0.48], [0.38, 1.04, 0.12]],
  "nbo_charge": [-0.459, -0.578, -0.123, -0.301, 0.436, -0.584, 0.245, 0.255, 0.228, 0.426, 0.437, 0.227, 0.268, 0.524]
}



(2)
{
  "formula": "C4H8NO2",
  "method": "ωB97M-V/def2-TZVPD",
  "largest_force_ha_per_bohr": 0.04573,
  "e_above_lowest_kj_mol": 117.56,
  "lumo_energy_ev": 4.3,
  "total_charge": -1,
  "smiles": "CN[C@H](C)C(=O)[O-]",
  "symbols": ["C", "N", "C", "C", "C", "O", "O", "H", "H", "H", "H", "H", "H", "H", "H"],
  "coordinates": [[1.169, -1.079, -1.154], [0.036, -1.156, -0.183], [-0.137, 0.077, 0.708], [-1.608, 0.373, 0.800], [0.728, 1.333, 0.279], [1.805, 1.542, 0.831], [0.158, 1.953, -0.656], [0.863, -1.491, -2.110], [1.601, -0.086, -1.227], [2.032, -1.576, -0.672], [-0.755, -0.928, -0.788], [0.225, -0.251, 1.703], [-1.829, 0.791, 1.790], [-2.300, -0.477, 0.718], [-1.986, 0.976, -0.036]],
  "forces_ev_per_angstrom": [[0.85, -0.07, 2.05], [-0.68, 1.87, -1.25], [1.39, -1.36, 1.06], [-1.22, 0.00, 0.09], [-1.98, -0.39, -1.01], [0.75, -0.03, 0.53], [0.48, 0.34, -0.06], [0.29, -0.13, -0.02], [-0.50, 0.48, -0.65], [-0.36, -0.62, -0.62], [-0.02, -0.76, -0.16], [-0.10, 0.25, -0.28], [-0.10, 0.46, -0.38], [0.63, -0.61, 0.30], [0.57, 0.56, 0.39]],
  "nbo_charge": [-0.433, -0.617, -0.168, -0.630, 0.744, -0.757, -0.804, 0.177, 0.210, 0.172, 0.330, 0.165, 0.201, 0.182, 0.227]
}



(3)
{
  "formula": "C4H8NO2",
  "method": "ωB97M-V/def2-TZVPD",
  "largest_force_ha_per_bohr": 0.05500,
  "e_above_lowest_kj_mol": 153.55,
  "lumo_energy_ev": 4.1,
  "total_charge": -1,
  "smiles": "[O-]/C=N/CCCO",
  "symbols": ["O", "C", "N", "C", "C", "C", "O", "H", "H", "H", "H", "H", "H", "H", "H"],
  "coordinates": [[-2.516, 0.835, 1.453], [-1.351, 1.132, 1.101], [-0.433, 0.287, 0.722], [0.897, 0.716, 0.399], [1.200, 0.394, -1.100], [1.181, -1.162, -1.405], [0.441, -1.981, -0.574], [-1.118, 2.232, 1.128], [1.609, 0.227, 1.048], [1.066, 1.788, 0.509], [0.354, 0.877, -1.582], [2.171, 0.789, -1.446], [0.727, -1.221, -2.415], [2.241, -1.384, -1.579], [-0.133, -1.359, -0.021]],
  "forces_ev_per_angstrom": [[0.13, 0.25, -0.11], [-0.89, -0.10, 0.33], [0.45, -0.62, -0.21], [0.00, 0.22, -0.99], [-0.52, -0.98, 1.19], [-0.23, 2.12, -1.86], [-0.08, 0.24, 1.11], [0.46, -0.11, -0.09], [0.48, -0.33, 0.29], [-0.10, 0.51, 0.24], [0.16, 0.11, -0.52], [-0.41, 0.07, 0.11], [0.28, -0.10, -0.03], [-0.06, -0.95, 0.70], [0.32, -0.32, -0.15]],
  "nbo_charge": [-0.762, 0.471, -0.718, -0.221, -0.427, -0.046, -0.780, 0.025, 0.160, 0.147, 0.195, 0.177, 0.127, 0.134, 0.518]
}



(4)
{
  "formula": "C4H8NO2",
  "method": "ωB97M-V/def2-TZVPD",
  "largest_force_ha_per_bohr": 0.01350,
  "e_above_lowest_kj_mol": 95.33,
  "lumo_energy_ev": 4.1,
  "total_charge": -1,
  "symbols": ["C", "C", "C", "N", "H", "H", "H", "H", "H", "H", "H", "O", "C", "O", "H"],
  "coordinates": [[0.987, -0.632, 0.334], [0.379, -0.423, -1.018], [-0.898, -0.669, -1.297], [1.302, -0.005, -1.995], [1.286, 0.359, 0.695], [1.875, -1.264, 0.239], [0.260, -0.979, 1.061], [-1.342, -0.512, -2.275], [-1.549, -0.953, -0.482], [1.999, 0.639, -1.653], [0.874, 0.331, -2.845], [-1.607, -0.144, 1.988], [-1.281, 1.024, 2.299], [-0.326, 1.715, 1.893], [-1.959, 1.512, 3.056]],
  "forces_ev_per_angstrom": [[0.18, 0.62, -0.26], [0.01, -0.26, -0.07], [-0.29, -0.06, 0.19], [0.19, -0.14, -0.22], [0.09, -0.11, 0.15], [-0.07, -0.12, 0.09], [0.00, -0.14, -0.10], [0.14, 0.10, -0.04], [-0.02, -0.08, -0.02], [-0.07, 0.02, 0.07], [-0.03, 0.09, 0.06], [-0.05, 0.03, 0.10], [-0.13, -0.18, -0.06], [0.02, 0.15, 0.07], [0.03, 0.09, 0.03]],
  "nbo_charge": [-0.684, 0.214, -0.540, -0.839, 0.246, 0.182, 0.278, 0.165, 0.237, 0.363, 0.358, -0.802, 0.633, -0.792, -0.017]
}



(5)
{
  "formula": "C4H8NO2",
  "method": "ωB97M-V/def2-TZVPD",
  "largest_force_ha_per_bohr": 0.05346,
  "e_above_lowest_kj_mol": 179.62,
  "lumo_energy_ev": 4.2,
  "total_charge": -1,
  "symbols": ["O", "C", "O", "H", "C", "C", "N", "C", "H", "H", "H", "H", "H", "H", "H"],
  "coordinates": [[-0.413, 1.576, -0.658], [-0.975, 1.054, -1.684], [-0.689, -0.049, -2.243], [-1.832, 1.658, -2.186], [-0.673, -0.184, 2.615], [-0.160, -0.456, 1.384], [1.099, -0.913, 1.043], [1.573, -1.013, -0.347], [-0.175, -0.319, 3.601], [-1.649, 0.295, 2.670], [-0.658, -0.164, 0.438], [1.869, -0.652, 1.696], [2.696, -0.927, -0.440], [1.132, -1.946, -0.810], [1.153, -0.177, -0.873]],
  "forces_ev_per_angstrom": [[-1.09, -0.46, -1.82], [0.78, -0.10, 0.23], [-0.61, 1.35, 0.57], [0.73, -0.46, 0.58], [0.34, -0.19, -0.16], [0.18, 0.76, -0.52], [2.10, -0.02, 1.77], [-0.52, -0.42, 0.00], [-0.07, -0.07, -1.01], [0.17, -0.19, -0.14], [-0.37, -0.36, 1.02], [-1.24, -0.52, -0.62], [-1.18, -0.52, 0.43], [0.92, 0.90, 0.30], [-0.15, 0.29, -0.63]],
  "nbo_charge": [-0.797, 0.621, -0.791, 0.005, -0.610, 0.040, -0.631, -0.423, 0.171, 0.195, 0.248, 0.358, 0.174, 0.185, 0.256]
}



(6)
{
  "formula": "C4H8NO2",
  "method": "ωB97M-V/def2-TZVPD",
  "largest_force_ha_per_bohr": 0.04496,
  "e_above_lowest_kj_mol": 276.32,
  "lumo_energy_ev": 0.8,
  "total_charge": -1,
  "symbols": ["C", "N", "C", "O", "O", "C", "C", "H", "H", "H", "H", "H", "H", "H", "H"],
  "coordinates": [[-6.544, 0.622, 0.675], [-7.830, 1.222, 0.823], [24.846, 0.111, 0.193], [24.960, 0.388, -0.923], [24.765, 0.152, 1.345], [-6.565, -0.362, -0.498], [-5.215, -1.023, -0.799], [-5.690, 1.329, 0.471], [-6.185, 0.019, 1.553], [-7.725, 2.036, 1.431], [-7.331, -1.121, -0.325], [-6.915, 0.194, -1.376], [-5.246, -1.734, -1.628], [-4.472, -0.250, -1.012], [-4.855, -1.585, 0.071]],
  "forces_ev_per_angstrom": [[-0.07, -0.04, -0.13], [0.03, 0.14, 0.03], [0.23, 2.29, 0.21], [-0.05, -1.07, -0.87], [-0.18, -1.22, 0.66], [0.11, -0.04, -0.38], [-0.06, 0.05, 0.39], [-0.13, -0.11, 0.02], [0.12, -0.04, 0.09], [-0.03, -0.05, 0.01], [-0.03, -0.02, 0.18], [0.07, 0.02, 0.02], [-0.06, 0.09, -0.14], [0.08, -0.09, -0.10], [-0.01, 0.09, 0.01]],
  "nbo_charge": [-0.191, -1.141, 1.014, -0.507, -0.507, -0.406, -0.608, 0.089, 0.077, 0.270, 0.179, 0.182, 0.179, 0.186, 0.183]
}



(7)
{
  "formula": "C4H8NO2",
  "method": "ωB97M-V/def2-TZVPD",
  "largest_force_ha_per_bohr": 0.06607,
  "e_above_lowest_kj_mol": 234.05,
  "lumo_energy_ev": -4.8,
  "total_charge": 1,
  "smiles": "C/[N+](=C\\O)CC=O",
  "symbols": ["C", "N", "C", "O", "C", "C", "O", "H", "H", "H", "H", "H", "H", "H", "H"],
  "coordinates": [[1.323, 1.113, -0.249], [0.303, 0.159, 0.241], [0.595, -1.110, 0.312], [1.795, -1.569, -0.100], [-1.012, 0.639, 0.476], [-1.989, -0.245, -0.331], [-3.123, -0.386, -0.096], [2.102, 0.693, -0.934], [1.861, 1.475, 0.729], [0.793, 1.893, -0.872], [-0.249, -1.647, 0.658], [1.821, -2.484, -0.377], [-1.202, 1.628, 0.325], [-1.467, 0.651, 1.419], [-1.549, -0.812, -1.202]],
  "forces_ev_per_angstrom": [[1.07, 1.34, 0.56], [2.85, -0.53, -0.54], [1.07, 1.11, -1.29], [-2.04, 1.94, 0.98], [-1.78, -2.79, -0.58], [1.54, -0.08, -1.55], [-1.99, 0.12, 0.88], [-0.90, -0.22, 0.87], [-1.01, -0.07, -2.15], [0.64, -0.56, 1.24], [-0.16, -1.71, 0.37], [-0.30, -0.82, 0.21], [0.40, 2.95, -1.64], [0.34, -1.00, 2.34], [0.26, 0.33, 0.32]],
  "nbo_charge": [-0.459, -0.275, 0.539, -0.610, -0.384, 0.416, -0.420, 0.265, 0.260, 0.249, 0.211, 0.541, 0.278, 0.279, 0.110]
}



(8)
{
  "formula": "C4H8NO2",
  "method": "ωB97M-V/def2-TZVPD",
  "largest_force_ha_per_bohr": 0.04046,
  "e_above_lowest_kj_mol": 391.93,
  "lumo_energy_ev": -4.6,
  "total_charge": 1,
  "symbols": ["C", "C", "C", "C", "N", "O", "O", "H", "H", "H", "H", "H", "H", "H", "H"],
  "coordinates": [[0.743, 0.557, -1.755], [1.124, 0.620, -0.491], [-0.965, -1.654, -0.044], [0.100, 0.737, 0.547], [-1.038, 1.360, 0.402], [-0.657, -2.605, 0.790], [0.460, 0.486, 1.791], [1.456, 0.557, -2.538], [-0.333, 0.415, -1.971], [2.147, 0.602, -0.122], [-1.517, -2.285, -0.900], [-0.075, -2.384, 1.591], [-1.381, 1.748, -0.463], [-1.444, 1.686, 1.228], [1.380, 0.161, 1.934]],
  "forces_ev_per_angstrom": [[-0.84, -0.29, 0.31], [-0.52, -0.07, 0.10], [-0.23, -1.78, -0.58], [1.16, 0.09, 0.25], [0.83, 0.00, -0.64], [0.80, -0.07, 0.74], [-0.13, -0.17, 0.30], [0.39, -0.10, -0.75], [0.83, 0.30, -0.17], [-0.10, 0.14, -0.30], [0.74, 1.28, 1.47], [-1.27, 0.24, -1.47], [0.32, -0.22, -0.05], [-1.13, 0.33, 1.41], [-0.83, 0.34, -0.60]],
  "nbo_charge": [-0.219, -0.345, 0.080, 0.722, -0.700, -0.619, -0.630, 0.237, 0.214, 0.246, 0.118, 0.500, 0.439, 0.429, 0.529]
}